124
Properties=species:S:1:pos:R:3:forces:R:3:lowdin_charge:R:1 method="wB97M-V/def2-TZVPD" relative_energy_ev=5.4589 e_tot_ev=-52756.967 homo_lumo_gap_ev=3.36 charge=+2
C 0.149 -1.809 -4.377 0.03 -0.01 0.62 -0.111
C 0.876 -0.933 -5.410 0.13 -1.58 -1.99 -0.708
C 2.006 -0.237 -4.715 1.43 1.04 1.18 -0.117
O 1.188 -1.641 -6.578 -0.24 1.19 2.33 -0.327
H -0.813 -2.162 -4.749 0.20 -0.31 -0.07 0.065
H -0.007 -1.339 -3.406 -0.50 1.01 0.30 0.026
H 0.783 -2.610 -3.997 0.18 -0.72 -0.81 0.041
H 0.189 -0.110 -5.610 -1.11 0.86 -0.41 0.077
H 2.602 0.498 -5.255 0.46 -0.93 -1.15 0.071
H 2.604 -0.952 -4.151 0.72 -0.30 -0.36 0.045
H 1.806 0.489 -3.927 -1.38 -0.09 0.78 0.032
O 0.635 -0.147 0.590 -2.06 -0.81 1.51 0.061
C 1.745 0.448 0.187 5.60 1.27 2.73 -0.937
O 2.700 0.665 0.978 -0.65 -0.70 1.21 -0.055
O 1.777 0.694 -0.993 -0.60 0.84 -3.79 0.013
H 0.365 0.031 -0.313 -2.44 -0.97 -1.12 0.070
C 5.353 -5.163 -4.471 1.11 -0.48 -2.08 -0.104
C 4.874 -4.985 -3.098 -0.56 0.77 1.32 -0.247
C 4.861 -3.492 -2.788 -0.69 0.90 -0.15 -0.121
N 4.284 -3.130 -1.407 1.47 -0.24 -0.48 -0.216
C 2.884 -3.607 -1.302 -0.67 -0.64 0.56 0.006
C 4.329 -1.593 -1.131 1.25 -0.43 1.91 -0.037
C 5.350 -1.430 0.055 -1.16 -1.61 -0.31 -0.102
C 5.374 -2.848 0.768 -0.43 1.77 0.16 -0.146
C 5.141 -3.839 -0.350 0.59 0.43 0.61 -0.111
H 4.653 -4.982 -5.288 -0.36 0.12 0.35 0.100
H 5.747 -6.167 -4.630 -0.06 -0.05 0.03 0.089
H 6.187 -4.489 -4.666 0.20 0.02 -0.05 0.086
H 5.595 -5.432 -2.414 -0.07 -0.22 0.08 0.111
H 3.912 -5.476 -2.948 -0.08 0.14 0.09 0.120
H 4.344 -2.823 -3.475 -0.83 -0.61 -0.31 0.133
H 5.859 -3.081 -2.941 0.38 -0.15 0.99 0.139
H 2.795 -4.636 -0.953 0.65 -0.35 -0.75 0.099
H 2.376 -3.502 -2.261 -0.15 0.36 0.27 0.113
H 2.389 -3.149 -0.446 -0.06 0.87 -0.46 0.101
H 3.343 -1.331 -0.746 0.16 0.25 -0.58 0.094
H 4.693 -0.948 -1.931 -0.64 -0.63 -0.54 0.142
H 4.953 -0.627 0.675 0.39 0.04 0.08 0.097
H 6.365 -1.259 -0.303 -0.16 0.37 -0.05 0.113
H 4.625 -2.959 1.552 -0.18 0.27 0.01 0.092
H 6.352 -2.884 1.248 -0.06 -0.69 -0.07 0.114
H 4.642 -4.763 -0.058 0.09 0.18 -0.04 0.129
H 6.148 -4.085 -0.688 -0.36 -0.04 -0.88 0.134
C -7.565 2.840 0.139 0.73 -0.43 1.93 -0.063
C -6.605 3.061 1.316 0.58 0.77 1.02 -0.257
C -6.313 1.852 2.183 1.65 -0.22 0.96 -0.067
N -4.789 1.727 2.647 0.36 -0.88 -4.10 -0.219
C -4.320 2.897 3.539 0.22 -3.28 0.61 0.077
C -3.885 1.740 1.416 0.56 2.10 -1.87 -0.148
C -2.563 1.027 1.648 1.25 0.11 0.88 -0.158
C -2.811 0.139 2.850 -1.06 0.06 0.89 -0.137
C -4.374 0.305 3.058 0.64 -0.43 2.18 -0.063
H -8.402 2.272 0.547 -0.45 0.37 -0.33 0.085
H -7.058 2.159 -0.544 -0.18 0.57 -0.64 0.080
H -7.821 3.857 -0.157 -0.32 -0.55 -0.81 0.090
H -6.969 3.735 2.091 -0.66 0.61 -0.65 0.116
H -5.699 3.573 0.991 0.11 -0.29 -0.24 0.070
H -6.600 0.924 1.688 0.20 -0.16 0.39 0.135
H -6.767 2.027 3.158 -0.50 -0.73 -0.19 0.131
H -3.258 2.651 3.560 0.10 0.70 0.49 0.100
H -4.777 2.548 4.465 0.18 1.01 0.46 0.112
H -4.493 3.937 3.264 -0.51 -0.53 -0.52 0.122
H -3.811 2.803 1.187 0.60 -0.04 -0.10 0.106
H -4.251 1.343 0.469 -1.24 -0.42 0.56 0.136
H -1.706 1.658 1.885 -0.26 0.51 -0.09 0.122
H -2.155 0.414 0.844 -0.71 0.22 -0.46 0.116
H -2.211 0.406 3.720 -0.34 0.50 0.15 0.106
H -2.473 -0.883 2.680 -0.76 -0.16 -0.16 0.093
H -4.735 0.161 4.076 0.23 -0.16 0.11 0.132
H -4.838 -0.476 2.456 -0.50 0.71 -0.40 0.140
C -4.670 4.102 -1.542 -0.65 -0.03 -0.21 -0.113
C -4.025 4.874 -2.664 0.83 0.61 0.36 -0.218
C -2.529 4.553 -2.727 0.57 1.01 -1.49 -0.090
N -2.055 3.712 -3.949 -2.26 -2.00 0.15 -0.231
C -2.243 4.388 -5.347 0.57 1.25 1.99 0.062
C -2.874 2.365 -4.055 0.67 1.16 1.13 -0.066
C -2.321 1.472 -2.932 0.51 0.07 -0.25 -0.118
C -0.867 2.018 -2.582 -1.41 0.42 -0.73 -0.101
C -0.723 3.147 -3.633 1.55 -0.78 -1.22 -0.123
H -4.341 3.063 -1.550 -0.50 -0.20 -0.11 0.058
H -5.733 4.253 -1.731 -0.21 -0.69 0.56 0.085
H -4.441 4.487 -0.547 0.18 0.29 -0.11 0.073
H -4.153 5.927 -2.416 0.21 0.16 -0.19 0.123
H -4.585 4.756 -3.591 0.32 -0.27 -0.12 0.112
H -2.201 4.177 -1.758 0.00 -1.09 -0.44 0.125
H -1.877 5.424 -2.782 -0.31 0.43 -0.42 0.132
H -1.775 5.356 -5.169 0.01 0.12 -0.57 0.103
H -3.299 4.558 -5.557 0.04 -0.26 0.33 0.100
H -1.783 3.893 -6.203 0.22 -0.50 0.63 0.117
H -2.599 1.993 -5.042 -0.33 -0.12 0.12 0.135
H -3.927 2.626 -3.949 0.07 -0.19 -0.34 0.120
H -2.257 0.479 -3.377 0.29 -0.12 0.22 0.113
H -2.984 1.363 -2.073 -0.03 0.33 0.02 0.081
H -0.192 1.173 -2.718 0.49 0.54 -0.16 0.086
H -0.712 2.440 -1.589 -0.35 -0.35 0.16 0.100
H -0.413 2.652 -4.553 0.09 -0.03 -0.19 0.134
H 0.022 3.932 -3.502 -0.18 0.04 0.57 0.147
C -0.308 -2.838 2.320 0.95 0.24 1.56 -0.068
C 0.192 -2.023 3.607 1.09 -0.13 -1.54 -0.175
C 1.807 -2.038 3.679 -2.40 1.04 1.02 -0.059
N 2.340 -1.170 4.899 0.80 -1.56 -2.81 -0.231
C 1.958 0.285 4.623 0.93 -0.11 0.88 0.046
C 3.864 -1.404 4.859 -0.89 -0.13 -1.13 -0.122
C 4.316 -1.102 6.217 0.06 1.78 2.35 -0.142
C 3.135 -1.439 7.200 0.16 1.34 -0.36 -0.115
C 1.978 -1.684 6.251 -0.96 -0.87 0.40 -0.132
H -0.083 -3.881 2.544 -0.27 -0.15 -0.58 0.073
H 0.198 -2.478 1.424 0.39 -0.08 0.21 0.051
H -1.359 -2.694 2.070 -0.11 -0.17 0.57 0.057
H -0.157 -2.374 4.578 -0.36 -0.36 -0.26 0.098
H -0.240 -1.039 3.423 0.64 0.37 0.36 0.061
H 2.235 -1.577 2.789 0.08 -0.03 0.01 0.113
H 2.153 -3.056 3.855 0.01 0.11 -0.06 0.124
H 2.634 0.885 5.232 -0.71 0.09 0.86 0.108
H 0.885 0.377 4.795 0.35 0.23 0.32 0.097
H 2.222 0.723 3.661 -0.12 -1.23 -0.84 0.100
H 4.192 -0.805 4.010 0.50 0.07 0.29 0.145
H 4.109 -2.449 4.672 -0.68 -0.12 -0.43 0.136
H 4.430 -0.020 6.294 0.70 -0.02 0.17 0.115
H 5.223 -1.623 6.523 -0.01 0.26 -0.25 0.131
H 2.704 -0.624 7.781 1.23 0.68 0.16 0.113
H 3.433 -2.144 7.977 -0.52 -0.71 -0.63 0.124
H 1.088 -1.130 6.549 -0.11 -0.49 0.10 0.132
H 1.827 -2.763 6.252 -0.58 0.06 -0.78 0.142